15
Properties=species:S:1:pos:R:3 method="wB97M-V/def2-TZVPD" e_above_lowest_kj_mol=0.0 max_force_ev_per_a=6.18 mol_weight_g_mol=133.16 charge=0 total_energy_ha=-951.356695 homo_energy_ev="-6.08 / -9.08" s_squared=2.009 multiplicity=3
C 0.0300 0.7163 0.3104
C -0.9704 1.6550 -0.1962
C 0.2732 -0.6319 -0.3056
C 1.4789 -1.4192 0.1190
N -0.8317 -1.5163 -0.0949
P -2.3759 -1.1414 0.0909
S -2.7261 0.8911 -0.0985
H 1.1044 1.2478 0.2011
H 0.1111 0.6110 1.4779
H -1.0071 2.5137 0.4842
H -0.8505 2.0817 -1.1636
H 0.4406 -0.3781 -1.4104
H 1.5705 -1.9669 -0.7613
H 1.4053 -1.8742 1.1505
H 2.3475 -0.7885 0.1965